This record from the OMol25 dataset describes a structure of composition C40H31N6O2RbS4 in a non-equilibrium geometry. The level of theory is ωB97M-V/def2-TZVPD.

Geometry as XYZ:
```
84
Properties=species:S:1:pos:R:3:forces:R:3:lowdin_charge:R:1
Rb -0.5649 -0.2372 -0.9132 2.111 -0.369 0.062 0.891
S 5.5412 -3.1848 -0.8999 0.170 0.195 0.006 1.047
C 7.1511 -3.7671 -0.9052 -0.132 -0.021 0.001 -0.409
C 8.0523 -2.7549 -1.0039 0.073 -0.080 0.018 -0.181
C 7.4348 -1.4827 -1.0719 -0.124 0.137 -0.003 -0.121
C 6.0679 -1.5354 -1.0283 0.149 -0.407 0.012 -0.475
C 5.1121 -0.4326 -1.0697 -0.128 0.344 -0.011 -0.207
C 3.7197 -0.6741 -1.0783 0.081 -0.051 0.016 -0.106
N 2.7989 0.2543 -1.0838 -0.176 -0.006 0.032 0.139
C 3.1864 1.5445 -1.0805 0.386 -0.113 -0.004 -0.163
C 4.5479 1.9103 -1.0897 -0.235 -0.064 0.002 -0.144
C 4.9096 3.2971 -1.0849 0.000 0.151 0.007 -0.022
C 3.9657 4.2632 -1.0691 0.156 -0.007 -0.004 -0.018
C 2.5723 3.9304 -1.0580 -0.103 -0.258 0.007 -0.135
C 1.5627 4.9055 -1.0471 -0.218 -0.070 0.003 0.028
C 0.2324 4.5332 -1.0453 0.315 -0.097 -0.003 -0.186
C -0.0370 3.1441 -1.0482 -0.011 0.079 0.033 -0.065
N 0.8873 2.2179 -1.0514 0.017 0.087 -0.023 0.046
C 2.1822 2.5779 -1.0626 -0.059 0.382 -0.014 -0.165
C -0.8707 5.4870 -1.0416 -0.202 0.406 -0.009 -0.474
C -2.2159 5.2297 -1.0423 0.128 -0.117 0.007 -0.100
C -3.0085 6.4033 -1.0406 -0.100 0.081 -0.001 -0.174
C -2.2634 7.5393 -1.0386 0.128 0.054 0.000 -0.413
S -0.5864 7.1999 -1.0398 -0.107 -0.256 0.003 1.046
C 5.5069 0.8898 -1.0882 -0.055 -0.158 0.049 0.047
H 7.3379 -4.8268 -0.8405 0.017 0.018 -0.002 0.067
H 9.1215 -2.9061 -1.0280 -0.011 -0.014 -0.001 0.105
H 7.9917 -0.5603 -1.1549 -0.009 -0.001 -0.011 0.108
H 3.3560 -1.6990 -1.0811 0.007 0.001 -0.006 0.091
H 5.9630 3.5513 -1.0960 -0.012 0.026 -0.002 0.116
H 4.2430 5.3106 -1.0704 0.029 -0.012 0.004 0.117
H 1.8444 5.9523 -1.0457 0.012 0.012 0.000 0.103
H -1.0619 2.7857 -1.0491 -0.047 0.026 0.012 0.093
H -2.6415 4.2354 -1.0450 0.027 -0.003 -0.005 0.116
H -4.0885 6.3972 -1.0424 0.012 0.001 0.002 0.108
H -2.5991 8.5638 -1.0376 -0.032 -0.027 -0.001 0.066
H 6.5557 1.1612 -1.0837 0.012 -0.020 -0.004 0.121
C -7.2820 0.4774 3.7940 0.033 -0.011 -0.079 -0.054
C -6.3941 0.3237 2.5883 -0.016 -0.013 -0.015 -0.275
C -5.0075 0.3663 2.7079 0.022 0.004 0.006 -0.033
C -4.1898 0.2127 1.5998 0.039 -0.006 0.011 -0.044
C -4.7637 0.0163 0.3544 0.050 -0.035 -0.227 -0.271
C -6.1407 -0.0264 0.2124 -0.013 0.015 -0.140 -0.060
C -6.9499 0.1285 1.3260 0.032 0.013 0.086 -0.039
S -3.7079 -0.1816 -1.0727 -0.029 -0.573 -0.056 0.529
O -2.7850 0.9526 -1.0126 -0.729 0.461 0.029 -0.534
O -4.5502 -0.2365 -2.2446 -0.236 0.019 0.172 -0.307
N -2.8056 -1.4539 -0.8483 -0.865 0.594 -0.006 -0.296
C -3.2106 -2.7466 -0.9403 -0.457 -0.389 -0.017 -0.276
C -4.5239 -3.2053 -0.9645 0.325 0.325 -0.007 -0.019
C -4.8240 -4.5712 -1.0076 0.086 -0.308 -0.001 -0.084
C -3.8386 -5.5228 -1.0285 -0.235 0.005 0.007 -0.067
C -2.4884 -5.1168 -1.0194 0.164 0.267 -0.008 -0.164
C -1.4167 -6.0346 -1.0462 0.091 0.016 0.005 -0.021
C -0.1287 -5.5786 -1.0486 -0.014 -0.146 -0.013 -0.067
C 0.0903 -4.1910 -1.0355 -0.137 0.186 0.010 -0.158
N -0.8717 -3.3008 -1.0079 0.206 -0.036 0.023 0.071
C -2.1574 -3.7341 -0.9887 -0.242 -0.195 0.026 -0.156
H -6.6959 0.6747 4.6903 -0.022 0.010 0.015 0.072
H -7.8628 -0.4317 3.9593 -0.018 0.016 0.031 0.081
H -7.9857 1.2991 3.6517 -0.013 -0.006 0.043 0.080
H -4.5616 0.5243 3.6830 0.000 -0.013 -0.002 0.111
H -3.1110 0.2504 1.6941 -0.013 -0.013 0.045 0.103
H -6.5559 -0.1654 -0.7784 -0.029 -0.004 0.043 0.111
H -8.0284 0.1021 1.2176 0.003 -0.011 -0.014 0.114
H -5.3239 -2.4782 -0.9536 -0.044 -0.055 -0.014 0.092
H -5.8624 -4.8806 -1.0188 -0.004 0.026 -0.005 0.103
H -4.0780 -6.5788 -1.0545 0.010 0.006 -0.001 0.103
H -1.6323 -7.0968 -1.0654 -0.003 0.001 0.000 0.114
H 0.7136 -6.2578 -1.0693 -0.015 -0.009 0.002 0.097
H 1.1062 -3.8017 -1.0516 0.008 -0.038 -0.012 0.093
C 2.7271 -2.3878 2.2028 -0.030 -0.146 0.051 -0.035
N 2.8107 -0.9466 2.2527 -0.106 0.212 -0.092 -0.121
C 3.9606 -0.1733 2.2348 0.128 -0.053 0.001 -0.064
C 3.5829 1.1174 2.2658 0.014 0.060 -0.066 -0.081
N 2.2009 1.1223 2.2969 0.092 -0.121 -0.078 0.075
C 1.7100 -0.1471 2.2976 0.273 0.179 0.222 -0.852
S 0.1215 -0.6149 2.4432 -0.338 -0.129 -0.135 0.582
H 3.7307 -2.8061 2.2157 0.029 0.045 -0.018 0.088
H 2.2042 -2.7043 1.2995 0.003 0.013 -0.002 0.081
H 2.1605 -2.7529 3.0586 0.010 -0.002 -0.007 0.087
H 4.9439 -0.6102 2.2093 -0.031 -0.015 -0.014 0.125
H 4.1686 2.0187 2.2765 -0.009 -0.008 -0.039 0.120
H 1.5962 1.9238 2.2813 -0.042 0.013 0.065 0.148
```
Forces are in eV/Å.

frontier orbital gap	0.2147	Eh
energy	-3638.82898	Eh
energy above the lowest of the compared OMol25 structures with the same formula, charge and spin	10.7	kcal/mol